[1]
Formula: C5H9N2O2
Source: OMol25
Level of theory: ωB97M-V/def2-TZVPD

gap between HOMO and LUMO (spin up / spin down) = 9.1 / 7.9 eV
⟨S²⟩ = 2.007
energy relative to the best compared isomer or geometry (same formula, charge and spin) = 468.96 kJ/mol
charge = +1
2S+1 = 3
highest occupied orbital energy (spin up / spin down) = -12.18 / -15.77 eV

Geometry (Å):
C -0.802 -0.948 0.486
C 0.654 -0.677 0.774
C -0.194 1.431 -0.072
C -1.188 0.392 -0.494
C 0.979 0.506 -0.114
N -0.521 -0.152 -1.633
N 0.742 -0.070 -1.410
O -0.981 -0.620 -2.603
O 1.621 -0.285 -2.398
H -1.091 -1.727 -0.203
H -1.378 -0.957 1.367
H 0.854 -0.605 1.809
H 1.241 -1.488 0.429
H 0.024 2.079 -0.849
H -0.325 1.863 0.933
H -2.325 0.489 -0.640
H 2.020 0.972 0.039
H 1.321 -0.618 -3.172

Results of the Löwdin charge analysis, in e, for atoms 1 through 8: -0.03 -0.10 -0.04 -0.11 -0.19 -0.31 0.00 0.19

---

[2]
Formula: BeH26O17S
Source: OMol25
Level of theory: ωB97M-V/def2-TZVPD

gap between HOMO and LUMO = 7.5 eV
energy relative to the best compared isomer or geometry (same formula, charge and spin) = 141.74 kJ/mol
highest occupied orbital energy = -9.58 eV

Geometry (Å):
Be 0.304 2.751 -0.120
S 0.036 -0.093 -0.381
O -0.445 -0.744 -1.579
O -1.025 -0.251 0.630
O 1.249 -0.708 0.078
O 0.240 1.308 -0.445
O -2.114 1.696 2.012
H -1.803 1.032 1.435
H -2.837 2.124 1.561
O -1.083 3.602 -0.342
H -1.327 4.410 0.087
H -1.651 3.408 -1.116
O 0.857 2.885 1.593
H 0.629 3.504 2.261
H 1.727 2.656 1.898
O -2.308 -2.299 -2.052
H -1.833 -2.785 -2.692
H -1.558 -1.746 -1.628
O -1.474 -1.351 3.024
H -0.618 -1.341 3.521
H -1.443 -0.815 2.227
O -3.498 -0.931 0.737
H -3.818 -0.156 0.296
H -2.551 -0.752 0.648
O 1.583 3.539 -0.946
H 1.397 3.542 -1.889
H 2.127 4.295 -0.812
O 1.528 -1.920 -3.035
H 1.109 -2.565 -3.591
H 0.835 -1.700 -2.374
O -1.703 0.326 -3.475
H -1.272 -0.234 -2.776
H -2.162 -0.271 -3.998
O 1.876 -0.983 2.532
H 1.665 -0.944 1.589
H 1.884 -1.892 2.740
O -0.290 -3.417 1.566
H -0.676 -2.643 2.006
H 0.293 -3.739 2.248
O 3.205 0.876 -0.186
H 4.041 0.491 -0.255
H 2.523 0.240 -0.154
O 3.026 -2.706 -0.553
H 2.320 -2.174 -0.197
H 3.029 -3.527 -0.097

Results of the Löwdin charge analysis, in e, for atoms 1 through 8: 0.14 0.45 -0.31 -0.33 -0.30 -0.17 -0.02 -0.06

---

[3]
Formula: C3H5ClO
Source: OMol25
Level of theory: ωB97M-V/def2-TZVPD

gap between HOMO and LUMO = 10.7 eV
energy relative to the best compared isomer or geometry (same formula, charge and spin) = 69.51 kJ/mol
highest occupied orbital energy = -10.19 eV
SMILES = O=CCCCl

Geometry (Å):
C 0.868 1.029 0.129
C -0.585 1.070 -0.288
C -1.441 0.014 0.394
H 0.995 1.313 1.179
H 1.565 1.530 -0.568
H -0.940 2.106 -0.082
H -0.505 0.802 -1.391
H -1.491 -0.019 1.542
O -2.212 -0.823 -0.204
Cl 1.472 -0.696 -0.026

Results of the Löwdin charge analysis, in e, for atoms 1 through 8: -0.55 -0.26 -0.24 0.07 0.07 0.13 0.13 0.14

---

[4]
Formula: C4H4N2O2
Source: OMol25
Level of theory: ωB97M-V/def2-TZVPD

gap between HOMO and LUMO = 9.4 eV
energy relative to the best compared isomer or geometry (same formula, charge and spin) = 219.19 kJ/mol
highest occupied orbital energy = -8.72 eV
SMILES = O=C=N/C=C\N=C\O

Geometry (Å):
C 1.174 -0.841 -0.094
C 0.092 -0.972 -0.825
C 2.112 0.889 1.429
C -1.745 0.213 -0.175
N 1.438 0.288 0.665
N -0.938 -0.105 -1.091
O 2.567 1.681 2.105
O -2.579 1.161 -0.325
H 1.973 -1.583 0.088
H 0.005 -1.917 -1.351
H -1.817 -0.263 0.896
H -2.282 1.450 -1.322

Results of the Löwdin charge analysis, in e, for atoms 1 through 8: -0.14 -0.20 -0.35 -0.37 0.14 0.06 0.18 0.06

---

[5]
Formula: C30H45NO2P2Pb
Source: OMol25
Level of theory: ωB97M-V/def2-TZVPD

gap between HOMO and LUMO = 6.9 eV
highest occupied orbital energy = -7.01 eV

Geometry (Å):
P -0.842 1.059 -2.788
P 2.113 -2.141 -1.313
C 0.795 0.068 -2.763
C 0.780 -1.470 -2.529
H 1.415 0.612 -2.012
H 1.236 0.308 -3.765
H -0.166 -1.918 -2.157
H 0.886 -1.968 -3.500
C 3.555 -1.456 -2.179
H 3.908 -0.619 -1.555
H 3.229 -1.079 -3.157
H 4.355 -2.200 -2.285
C 2.290 -3.951 -1.600
H 2.855 -4.191 -2.505
H 1.299 -4.416 -1.646
H 2.822 -4.390 -0.736
C -1.079 1.733 -4.485
H -1.459 2.758 -4.324
H -1.813 1.164 -5.069
H -0.125 1.801 -5.021
C -2.155 -0.244 -2.746
H -1.826 -1.270 -2.959
H -2.927 0.041 -3.475
H -2.656 -0.248 -1.763
Pb -0.774 -0.843 -0.046
C 0.956 -4.085 -4.490
C 1.996 -3.262 -4.763
C 1.994 -2.145 -5.793
C 0.580 -1.844 -6.327
C -0.435 -1.627 -5.239
C -1.419 -2.474 -4.877
C -1.473 -3.942 -5.125
C -0.089 -4.565 -5.447
C -1.814 1.238 0.033
H 0.893 -4.577 -3.516
H 2.982 -3.453 -4.316
H 2.676 -2.393 -6.628
H 2.423 -1.221 -5.359
H 0.629 -0.957 -6.983
H 0.281 -2.665 -6.987
H -0.469 -0.600 -4.842
H -2.396 -2.073 -4.607
H -2.185 -4.186 -5.930
H -1.886 -4.422 -4.220
H -0.158 -5.660 -5.343
H 0.188 -4.398 -6.499
H -1.941 1.403 1.119
H -2.797 1.243 -0.473
H -1.172 2.022 -0.385
C -1.741 -1.152 5.708
C -1.856 0.186 5.028
C -3.112 0.637 4.621
C -3.267 1.874 3.981
C -2.154 2.658 3.730
C -0.879 2.165 4.057
N 0.193 2.875 3.557
C 1.553 2.544 3.419
C 2.468 3.255 4.211
C 3.817 2.935 4.188
C 4.276 1.950 3.309
C 3.373 1.278 2.479
C 2.015 1.575 2.515
C 1.055 0.775 1.669
O 1.168 0.807 0.392
O 0.155 0.096 2.253
C -0.729 0.991 4.828
C 0.578 0.549 5.383
H -1.018 -1.808 5.208
H -1.418 -1.042 6.750
H -2.704 -1.673 5.713
H -3.987 0.016 4.818
H -4.240 2.220 3.642
H -2.208 3.610 3.201
H 0.001 3.862 3.387
H 2.063 4.012 4.880
H 4.499 3.472 4.846
H 5.335 1.688 3.271
H 3.697 0.502 1.782
H 1.106 -0.108 4.680
H 1.221 1.390 5.640
H 0.417 -0.036 6.302

Results of the Löwdin charge analysis, in e, for atoms 1 through 8: 0.90 0.85 -0.41 -0.52 0.05 0.07 -0.04 0.01

---

[6]
Formula: C37H49BrCl3O32PS7
Source: OMol25
Level of theory: ωB97M-V/def2-TZVPD

gap between HOMO and LUMO = 8.2 eV
highest occupied orbital energy = -8.64 eV
SMILES = CCOCCc1cc2c(c(/C(Cl)=C(\C)Cl)c1P(O)Cl)C(=O)c1ccc(Br)c(CC)c1C2=O.O=S1(=O)OCCO1.O=S1(=O)OCCO1.O=S1(=O)OCCO1.O=S1(=O)OCCO1.O=S1(=O)OCCO1.O=S1(=O)OCCO1.O=S1(=O)OCCO1

Geometry (Å):
C 2.709 -1.656 1.054
C 2.947 -2.297 -0.310
O 2.664 -1.323 -1.318
C 3.684 -1.153 -2.271
C 3.588 0.294 -2.791
C 2.954 1.170 -1.736
C 1.626 1.510 -1.952
C 0.912 2.238 -1.033
C 1.545 2.665 0.129
C 2.880 2.353 0.362
C 3.479 2.819 1.644
Cl 3.547 1.629 2.902
C 3.945 4.050 1.808
C 3.903 5.081 0.735
Cl 4.644 4.501 3.316
C 3.619 1.589 -0.572
P 5.353 1.219 -0.004
O 5.981 2.730 0.095
Cl 6.487 0.503 -1.593
C 0.670 3.426 1.075
O 1.006 4.421 1.661
C -0.710 2.880 1.181
C -1.356 2.793 2.397
C -2.638 2.270 2.449
C -3.258 1.830 1.295
Br -5.008 1.098 1.415
C -2.633 1.892 0.045
C -3.290 1.385 -1.204
C -4.151 2.492 -1.855
C -1.343 2.437 0.020
C -0.529 2.565 -1.226
O -0.976 2.897 -2.293
H 2.887 -0.585 1.021
H 1.684 -1.792 1.375
H 3.326 -2.143 1.804
H 2.216 -3.096 -0.415
H 3.960 -2.687 -0.363
H 4.671 -1.422 -1.904
H 3.473 -1.820 -3.113
H 4.517 0.674 -3.192
H 2.893 0.271 -3.627
H 1.147 1.180 -2.861
H 2.970 5.046 0.188
H 3.962 6.063 1.190
H 4.742 4.926 0.063
H 6.143 3.063 -0.798
H -0.868 3.145 3.291
H -3.153 2.216 3.398
H -3.880 0.506 -0.975
H -2.531 1.065 -1.908
H -4.309 3.282 -1.123
H -5.128 2.121 -2.143
H -3.620 2.930 -2.692
C -1.078 2.054 6.904
C -1.852 1.361 8.004
O -3.224 1.444 7.578
S -3.292 1.376 5.983
O -3.610 0.043 5.604
O -4.070 2.466 5.525
O -1.749 1.657 5.691
H -1.138 3.137 6.990
H -0.036 1.751 6.872
H -1.728 1.841 8.970
H -1.582 0.306 8.086
C 7.510 -6.034 -1.817
C 7.186 -4.687 -2.429
O 5.756 -4.586 -2.329
S 5.257 -5.336 -1.004
O 5.079 -4.375 0.026
O 4.224 -6.236 -1.364
O 6.599 -6.150 -0.708
H 7.305 -6.844 -2.508
H 8.529 -6.096 -1.469
H 7.499 -4.610 -3.466
H 7.628 -3.869 -1.855
C -6.127 -0.554 -5.940
C -5.757 0.914 -5.906
O -6.818 1.524 -5.156
S -7.346 0.506 -4.046
O -6.733 0.806 -2.805
O -8.757 0.412 -4.176
O -6.674 -0.815 -4.636
H -6.900 -0.755 -6.684
H -5.272 -1.198 -6.121
H -5.696 1.356 -6.896
H -4.819 1.081 -5.373
C -1.172 6.166 9.938
C -1.860 6.894 8.802
O -0.811 7.140 7.856
S 0.253 5.948 7.901
O -0.042 5.021 6.867
O 1.544 6.502 8.058
O -0.228 5.301 9.289
H -0.623 6.855 10.582
H -1.863 5.581 10.538
H -2.310 7.831 9.113
H -2.615 6.267 8.322
C -3.456 -3.433 4.566
C -2.307 -2.472 4.358
O -1.134 -3.302 4.432
S -1.469 -4.758 3.851
O -1.057 -4.841 2.499
O -1.068 -5.721 4.810
O -3.064 -4.624 3.869
H -3.583 -3.680 5.622
H -4.392 -3.056 4.166
H -2.278 -1.700 5.115
H -2.341 -2.013 3.367
C 9.611 -8.817 -5.915
C 10.714 -9.432 -5.080
O 11.133 -8.369 -4.211
S 9.884 -7.440 -3.853
O 9.359 -7.851 -2.603
O 10.219 -6.090 -4.121
O 8.901 -7.972 -4.997
H 10.014 -8.193 -6.715
H 8.939 -9.559 -6.336
H 11.551 -9.780 -5.678
H 10.340 -10.252 -4.464
C -11.904 1.506 -6.686
C -10.512 1.918 -6.261
O -9.678 1.529 -7.366
S -10.492 1.674 -8.735
O -10.169 2.913 -9.343
O -10.390 0.451 -9.444
O -11.953 1.797 -8.092
H -12.062 0.435 -6.552
H -12.681 2.057 -6.164
H -10.179 1.425 -5.354
H -10.437 3.001 -6.140

Results of the Löwdin charge analysis, in e, for atoms 1 through 8: -0.05 -0.23 -0.16 -0.23 -0.15 -0.19 0.06 -0.06

---

[7]
Formula: C18H38N5O4
Source: OMol25
Level of theory: ωB97M-V/def2-TZVPD

gap between HOMO and LUMO = 8.9 eV
energy relative to the best compared isomer or geometry (same formula, charge and spin) = 0.00 kJ/mol
charge = +1
highest occupied orbital energy = -11.07 eV

Geometry (Å):
C 1.012 1.114 4.418
C -0.029 1.167 3.856
N -1.255 1.208 3.180
C -2.260 2.023 3.993
C -2.196 3.543 4.045
O -0.993 4.005 4.615
C -2.581 4.324 2.782
N -3.670 3.661 2.050
C -1.082 1.653 1.758
C -0.003 2.735 1.575
C 1.107 2.433 0.674
O -0.118 3.381 0.375
C -1.759 -0.269 3.222
C -2.859 -0.758 2.236
N -3.990 0.120 2.030
N -3.407 -1.981 2.826
N -2.257 -1.191 0.997
H 1.906 1.025 4.979
H -2.145 1.655 5.008
H -3.249 1.747 3.664
H -2.986 3.768 4.770
H -0.596 4.676 4.056
H -1.730 4.482 2.127
H -2.887 5.312 3.127
H -4.537 3.820 2.552
H -3.807 4.148 1.170
H -0.760 0.806 1.161
H -2.009 2.091 1.408
H 0.251 3.329 2.442
H 1.899 3.152 0.548
H 0.971 1.737 -0.139
H -2.100 -0.420 4.240
H -0.869 -0.871 3.078
H -4.540 0.320 2.852
H -3.799 0.960 1.506
H -2.689 -2.518 3.299
H -4.111 -1.752 3.517
H -2.165 -0.452 0.314
H -2.851 -1.926 0.635
C 1.375 -2.765 -1.570
C 1.170 -1.769 -2.711
C 0.352 -0.684 -2.027
O 0.770 -0.672 -0.654
C 1.562 -1.836 -0.381
H 2.225 -3.427 -1.721
H 0.482 -3.378 -1.435
H 2.131 -1.379 -3.045
H 0.664 -2.193 -3.576
H -0.720 -0.912 -2.065
H 0.511 0.307 -2.455
H 2.608 -1.532 -0.277
H 1.230 -2.272 0.563
C 4.124 -3.983 -6.657
C 4.973 -2.721 -6.801
C 4.181 -1.722 -5.968
O 3.552 -2.477 -4.927
C 3.658 -3.875 -5.211
H 4.669 -4.904 -6.854
H 3.270 -3.941 -7.335
H 5.961 -2.880 -6.363
H 5.106 -2.396 -7.831
H 3.406 -1.233 -6.567
H 4.806 -0.951 -5.516
H 4.387 -4.320 -4.526
H 2.689 -4.345 -5.038

Results of the Löwdin charge analysis, in e, for atoms 1 through 8: 0.24 -0.13 -0.14 -0.04 -0.35 0.00 -0.20 0.02

---

[8]
Formula: C4H4ClF
Source: OMol25
Level of theory: ωB97M-V/def2-TZVPD

gap between HOMO and LUMO = 11.7 eV
energy relative to the best compared isomer or geometry (same formula, charge and spin) = 96.00 kJ/mol
highest occupied orbital energy = -10.79 eV
SMILES = C#C[C@H](F)CCl

Geometry (Å):
C 0.999 -0.670 0.442
C -0.147 -0.526 -0.467
C -0.867 0.754 -0.255
C -1.517 1.726 0.009
H 1.377 -1.733 0.482
H 0.868 -0.260 1.481
H 0.135 -0.569 -1.505
H -2.150 2.488 0.263
F -1.037 -1.615 -0.195
Cl 2.338 0.406 -0.254

Results of the Löwdin charge analysis, in e, for atoms 1 through 8: -0.48 -0.44 -0.07 0.15 0.11 0.10 0.13 0.01